# 1
134
Properties=species:S:1:pos:R:3 method="wB97M-V/def2-TZVPD" multiplicity=1 energy_ev=-653624.7330 total_charge=-1 e_lumo_ha=0.0463
C 0.3285 -0.1600 -2.0154
C -0.3997 1.1693 -1.9534
C -1.5235 1.3063 -2.9442
O -1.1010 1.6483 -4.2370
N -0.4905 2.9314 -4.1530
C -1.4717 3.9915 -4.1933
C -1.5805 4.8000 -2.8909
C -0.4770 4.4667 -1.9388
N -0.0247 5.6033 -1.1279
C 0.8034 5.0171 -0.0854
C 1.9863 4.3414 -0.7010
C 2.1521 3.0049 -0.5623
C 3.1656 2.3871 -1.1959
C 4.0059 3.0967 -1.9560
C 3.8683 4.4248 -2.0712
C 2.8551 5.0589 -1.4573
O 2.6708 6.3925 -1.5738
C 0.5753 3.0234 -5.1646
B 0.0479 2.8185 -6.6627
C 0.2133 3.9876 -7.7236
O -0.5866 1.6622 -7.0555
B 1.4903 4.2697 -5.0318
O 1.1798 5.4117 -4.3133
O 2.6945 4.2443 -5.6939
C 1.5489 1.8223 -4.9659
O 1.9974 1.6602 -3.7996
O 1.8176 1.1978 -5.9948
H 0.2625 -0.5436 -3.0159
H 1.3775 0.0086 -1.8522
H -0.0634 -0.8657 -1.3018
H -0.8376 1.2574 -0.9634
H 0.3124 1.9634 -2.0353
H -2.2833 1.9901 -2.5746
H -2.0187 0.3536 -3.0356
H -1.3393 4.6749 -5.0187
H -2.4273 3.5175 -4.3516
H -2.5253 4.6445 -2.3856
H -1.5300 5.8513 -3.1202
H 0.3927 4.0958 -2.4418
H -0.8005 3.6939 -1.2423
H -0.8234 6.0213 -0.6666
H 0.2579 4.3204 0.5377
H 1.1600 5.7974 0.5748
H 1.4466 2.4519 0.0383
H 3.2560 1.3296 -1.1028
H 4.7911 2.6038 -2.4798
H 4.5568 4.9682 -2.6923
H 3.2074 6.6996 -2.3082
H -0.2184 4.9126 -7.3763
H -0.2740 3.7069 -8.6447
H 1.2546 4.1208 -7.9666
H 0.0802 1.1301 -7.5040
H 1.1951 6.1880 -4.8775
H 3.4106 4.4361 -5.0830
C -3.7990 3.3459 -7.1000
Cl -4.9410 2.9911 -8.4008
Cl -3.3323 5.0460 -7.1380
Cl -4.4963 2.9079 -5.5338
H -2.9090 2.7427 -7.2508
C 0.8954 1.8694 3.8455
Cl -0.5079 2.7399 4.4765
Cl 0.5903 0.1287 3.8490
Cl 1.3322 2.4371 2.2272
H 1.7264 2.0863 4.5019
C 4.0025 -1.4498 1.4696
Cl 5.1820 -1.2630 2.7750
Cl 2.9372 -0.0573 1.3840
Cl 4.8333 -1.7152 -0.0621
H 3.4041 -2.3239 1.6864
C 7.0177 -5.3117 -0.8127
Cl 7.0175 -6.9388 -0.1271
Cl 5.7233 -5.1262 -1.9894
Cl 6.8777 -4.0942 0.4555
H 7.9599 -5.1622 -1.3200
C -4.1598 1.1933 1.4812
Cl -3.6476 -0.4176 0.9969
Cl -3.0456 1.8150 2.6902
Cl -4.3020 2.2761 0.0987
H -5.1319 1.1108 1.9447
C -1.8805 -1.5075 7.0963
Cl -1.2940 -3.0645 6.4990
Cl -0.8249 -0.9037 8.3830
Cl -1.9665 -0.3072 5.8264
H -2.8640 -1.6624 7.5164
C -7.8162 -1.4127 0.5856
Cl -7.5715 -0.0554 1.6889
Cl -6.2983 -2.0910 0.0239
Cl -8.8079 -2.6516 1.3638
H -8.3559 -1.0440 -0.2757
C -1.7243 -5.5125 3.2559
Cl -3.2019 -5.5167 2.2863
Cl -0.8787 -3.9599 3.3843
Cl -2.0770 -6.0961 4.8908
H -1.0538 -6.2211 2.7935
C 9.1076 -2.9564 3.1971
Cl 8.2676 -4.1221 4.2161
Cl 8.6082 -1.3126 3.6009
Cl 10.8550 -3.1346 3.3464
H 8.8342 -3.1465 2.1685
C -1.6190 -8.4433 -0.1724
Cl -0.3131 -7.5872 0.6663
Cl -2.9850 -7.3875 -0.4831
Cl -1.0175 -9.1440 -1.6715
H -1.9528 -9.2490 0.4629
C 1.1695 -3.6150 10.5071
Cl 1.6177 -2.4219 11.7325
Cl 2.6034 -4.3881 9.8407
Cl 0.0685 -4.8144 11.1822
H 0.6580 -3.1021 9.7058
C -5.3072 -11.1498 -0.4108
Cl -5.8742 -9.5620 -0.9026
Cl -4.9106 -12.1476 -1.8108
Cl -3.9134 -11.0368 0.6742
H -6.1024 -11.6397 0.1324
C -5.4037 -7.7902 -4.3605
Cl -6.9221 -7.6744 -3.4492
Cl -4.3837 -6.4065 -4.0541
Cl -4.5561 -9.2854 -3.9754
H -5.6467 -7.8021 -5.4135
C 7.0926 -0.9694 6.9244
Cl 7.1599 -2.4680 7.8522
Cl 5.4299 -0.4054 6.7650
Cl 8.1090 0.2693 7.6619
H 7.4778 -1.1704 5.9353
C 1.6869 0.5451 14.6151
Cl 0.2656 1.5846 14.6895
Cl 3.1637 1.5060 14.5846
Cl 1.7053 -0.5854 15.9693
H 1.6382 -0.0245 13.6984
C -7.0587 7.0261 -5.6731
Cl -5.9906 5.6442 -5.4833
Cl -6.5420 8.3743 -4.6542
Cl -7.1458 7.5259 -7.3663
H -8.0517 6.7363 -5.3612

---

# 2
88
Properties=species:S:1:pos:R:3 method="wB97M-V/def2-TZVPD" multiplicity=2 s_squared=1.162 energy_ev=-206184.2000 total_charge=+1 e_lumo_ha="-0.1328 / -0.1414"
V -0.0943 0.5160 0.3075
S 0.9324 2.1527 1.5502
C -0.0037 2.9242 0.2872
N 0.4347 3.9638 -0.4843
N 1.6412 4.3853 -0.2028
C 2.2156 5.4698 -0.8887
C 1.4730 6.2187 -1.7938
C 2.0970 7.2671 -2.4507
C 3.4293 7.5709 -2.2019
C 4.1549 6.8140 -1.2907
C 3.5517 5.7581 -0.6294
N -1.1854 2.4555 -0.1420
N -1.7049 1.3158 0.4770
C -3.1246 1.2539 0.5170
C -3.6931 0.0735 0.9811
C -5.0727 -0.0277 1.0559
C -5.8735 1.0399 0.6705
C -5.2896 2.2158 0.2196
C -3.9093 2.3372 0.1404
H 2.1895 3.9172 0.5138
H 0.4344 5.9803 -1.9681
H 1.5314 7.8569 -3.1599
H 3.9009 8.3976 -2.7156
H 5.1938 7.0424 -1.0949
H 4.1125 5.1609 0.0802
H -3.0701 -0.7651 1.2693
H -5.5210 -0.9432 1.4197
H -6.9502 0.9594 0.7362
H -5.9144 3.0534 -0.0612
H -3.4491 3.2573 -0.1864
C -3.4872 -2.7294 -1.2834
C -2.4122 -1.6694 -1.5320
Ge -0.8216 -1.8850 -0.3379
C 0.4540 -2.9385 -1.4016
C -0.0803 -4.3372 -1.7150
C -1.4301 -3.0243 1.0923
C -1.2985 -2.5991 2.3489
Ge -0.3515 -0.8917 2.4923
C 1.5834 -1.1981 2.7518
C 2.0110 -1.8132 4.0868
C -1.1577 0.3897 3.7376
C -1.5057 -0.0620 5.1566
C -1.8030 -3.3926 3.5093
C -2.8543 -4.3005 3.3454
C -3.3183 -5.0564 4.4072
C -2.7477 -4.9158 5.6669
C -1.7189 -4.0077 5.8518
C -1.2621 -3.2493 4.7822
H -4.3495 -2.5941 -1.9392
H -3.8497 -2.6759 -0.2563
H -3.1121 -3.7419 -1.4396
H -2.8722 -0.6834 -1.4238
H -2.0468 -1.7771 -2.5632
H 1.4022 -3.0016 -0.8668
H 0.6593 -2.4052 -2.3357
H -0.2472 -4.9128 -0.8036
H 0.6266 -4.9013 -2.3259
H -1.0232 -4.3091 -2.2656
H -1.8398 -4.0141 0.8973
H 2.0917 -0.2397 2.6182
H 1.9131 -1.8409 1.9309
H 1.6984 -1.2058 4.9389
H 3.0982 -1.8961 4.1329
H 1.6096 -2.8166 4.2214
H -2.0570 0.7692 3.2466
H -0.4647 1.2312 3.7687
H -2.2550 -0.8538 5.1665
H -1.9108 0.7798 5.7209
H -0.6351 -0.4246 5.7054
H -3.3315 -4.4027 2.3792
H -4.1349 -5.7505 4.2557
H -3.1140 -5.5026 6.4990
H -1.2717 -3.8817 6.8293
H -0.4633 -2.5405 4.9568
C -0.4891 0.5596 -4.9702
C 0.6645 0.2629 -4.0911
N 1.8598 -0.0520 -4.4713
N 2.5621 -0.2290 -3.3051
C 1.8236 -0.0472 -2.2148
S 2.1898 -0.1801 -0.5796
N 0.6103 0.2873 -2.7094
N -0.4464 0.5574 -1.8459
H -0.1580 0.5124 -6.0039
H -0.8875 1.5548 -4.7685
H -1.2896 -0.1680 -4.8247
H 3.5324 -0.4920 -3.3346
H -1.2484 -0.0143 -2.0863
H -0.6975 1.5462 -1.8895

---

# 3
81
Properties=species:S:1:pos:R:3 method="wB97M-V/def2-TZVPD" multiplicity=1 energy_ev=-122292.0990 total_charge=-1 e_lumo_ha=0.0737
Sr -0.3360 -0.2671 -0.1602
C 2.6925 5.1315 4.7922
C 3.6341 4.2766 3.9312
C 4.6842 5.1893 3.2801
C 4.3574 3.2943 4.8509
C 2.8254 3.5573 2.8505
C 2.7508 2.1773 2.7323
C 1.9700 1.5811 1.7427
Se 1.7506 -0.3462 1.7627
C 0.4979 -0.4456 3.2348
C 1.0167 -0.5805 4.5073
C 0.1753 -0.6751 5.6144
C -1.1871 -0.6545 5.3528
C -1.7548 -0.5278 4.0804
C -0.8958 -0.3924 2.9684
O -1.3115 -0.2584 1.7197
C -3.2965 -0.5546 4.0038
C -3.8000 -1.8984 4.5623
C -3.8784 -0.4114 2.5905
C -3.8689 0.6012 4.8463
C 0.7599 -0.8077 7.0226
C 1.6426 0.4112 7.3347
C -0.3363 -0.8864 8.0850
C 1.6137 -2.0811 7.1183
C 1.2490 2.3323 0.7901
O 0.5308 1.7273 -0.1417
C 1.3113 3.7550 0.9181
C 2.0863 4.3044 1.9281
C 0.5071 4.6524 -0.0387
C 0.7124 6.1429 0.2467
C -0.9947 4.3618 0.1191
C 0.9383 4.4024 -1.4946
H 3.2520 5.6442 5.5841
H 1.9283 4.5032 5.2582
H 2.1827 5.8910 4.1921
H 5.2810 5.6988 4.0462
H 4.2140 5.9525 2.6531
H 5.3582 4.6046 2.6469
H 4.9304 3.8503 5.5997
H 5.0543 2.6602 4.2941
H 3.6506 2.6465 5.3791
H 3.2716 1.5257 3.4232
H 2.0950 -0.6235 4.6240
H -1.8678 -0.7544 6.1901
H -3.3882 -2.7234 3.9731
H -4.8946 -1.9411 4.5033
H -3.5118 -2.0478 5.6076
H -3.5572 -1.2210 1.9336
H -3.5921 0.5337 2.1264
H -4.9712 -0.4425 2.6762
H -3.5798 0.5311 5.8977
H -4.9639 0.5953 4.7960
H -3.5125 1.5632 4.4634
H 1.0607 1.3356 7.2593
H 2.4786 0.4855 6.6325
H 2.0562 0.3403 8.3488
H -0.9634 0.0120 8.0824
H 0.1211 -0.9770 9.0754
H -0.9831 -1.7566 7.9310
H 2.4487 -2.0551 6.4117
H 1.0097 -2.9641 6.8871
H 2.0264 -2.1941 8.1294
H 2.1199 5.3854 2.0155
H 0.3806 6.4161 1.2535
H 0.1226 6.7252 -0.4684
H 1.7607 6.4378 0.1347
H -1.3194 4.5865 1.1398
H -1.2100 3.3161 -0.0843
H -1.5774 4.9845 -0.5723
H 2.0023 4.6317 -1.6189
H 0.3672 5.0516 -2.1710
H 0.7753 3.3636 -1.7767
Te -0.9257 -3.1468 0.8679
C -0.4761 -5.0215 -0.0071
C 0.0799 -6.1150 0.6083
C 0.2367 -7.2522 -0.2528
C -0.1966 -7.0162 -1.5225
S -0.8120 -5.4181 -1.6468
H 0.3671 -6.1008 1.6538
H 0.6600 -8.1995 0.0652
H -0.1986 -7.6829 -2.3753